1.
Entry from the OMol25 dataset: 3 unconnected molecules or ions with the total composition C33H76BN2O6 at a distorted geometry (ωB97M-V with the def2-TZVPD basis set).

energy = -51388.1311 eV
strongest force on any atom = 1.79 eV Å⁻¹
energy above the lowest of the compared OMol25 structures with the same formula, charge and spin = 65.0 kcal/mol
molar mass = 607.79 Da
E_HOMO = -4.5 eV

ORCA input file:
```
! wB97M-V def2-TZVPD RIJCOSX def2/J DEFGRID3
* xyz -1 1
C 5.543 -3.640 1.706
C 6.268 -2.225 1.588
C 6.803 -1.914 0.133
C 7.383 -0.457 -0.060
C 6.238 0.534 -0.607
C 5.593 1.272 0.632
C 4.136 1.866 0.377
C 3.143 0.870 -0.370
C 1.677 0.966 0.293
C 1.453 -0.377 1.096
C 0.115 -0.408 1.944
C -1.186 0.088 1.159
C -1.912 1.154 2.084
C -2.974 2.060 1.324
C -4.192 1.222 0.724
C -4.971 0.415 1.852
C -4.608 -1.128 1.910
C -4.862 -1.897 0.551
C -3.947 -3.179 0.343
C -4.182 -3.690 -1.145
B -2.871 -3.623 -2.136
C -1.840 -2.376 -1.849
O -2.466 -1.091 -1.585
O -2.842 -0.513 -2.807
H 5.306 -3.787 2.798
H 6.141 -4.486 1.278
H 4.554 -3.549 1.176
H 7.116 -2.185 2.338
H 5.505 -1.468 1.948
H 5.945 -2.132 -0.583
H 7.669 -2.628 -0.036
H 8.185 -0.488 -0.856
H 7.773 0.009 0.888
H 5.531 -0.112 -1.191
H 6.651 1.289 -1.342
H 6.267 2.136 0.902
H 5.526 0.606 1.536
H 3.689 2.028 1.407
H 4.202 2.880 -0.110
H 3.119 1.003 -1.484
H 3.560 -0.171 -0.193
H 0.955 1.113 -0.557
H 1.608 1.882 0.955
H 2.314 -0.483 1.833
H 1.564 -1.246 0.386
H -0.057 -1.487 2.245
H 0.253 0.200 2.890
H -1.868 -0.807 1.085
H -0.986 0.433 0.114
H -1.141 1.837 2.539
H -2.405 0.576 2.923
H -3.394 2.754 2.117
H -2.498 2.643 0.481
H -4.926 1.879 0.165
H -3.725 0.528 -0.042
H -4.782 0.829 2.892
H -6.089 0.505 1.686
H -5.297 -1.596 2.683
H -3.564 -1.215 2.314
H -5.929 -2.283 0.605
H -4.852 -1.220 -0.356
H -4.343 -3.968 1.062
H -2.873 -3.016 0.626
H -5.043 -3.164 -1.655
H -4.478 -4.786 -1.064
H -2.256 -4.666 -2.201
H -3.303 -3.454 -3.260
H -1.207 -2.660 -0.949
H -1.096 -2.247 -2.706
H -3.547 0.112 -2.561
C -2.823 5.392 0.700
O -3.672 5.421 1.835
C -3.091 6.065 2.966
C -3.773 7.403 3.239
N -3.457 8.386 2.205
C -4.290 9.586 2.246
C -5.803 9.416 2.039
O -6.171 9.011 0.728
C -6.084 7.615 0.488
H -3.267 4.721 -0.035
H -2.735 6.384 0.246
H -1.830 5.012 0.958
H -2.008 6.180 2.862
H -3.271 5.409 3.823
H -3.440 7.785 4.210
H -4.850 7.214 3.301
H -3.561 7.956 1.295
H -3.922 10.248 1.457
H -4.118 10.104 3.196
H -6.257 10.401 2.179
H -6.262 8.764 2.790
H -6.317 7.024 1.377
H -5.095 7.356 0.106
H -6.806 7.362 -0.291
C 0.420 -5.050 -3.799
O 1.019 -6.035 -2.968
C 1.729 -7.033 -3.689
C 3.228 -6.869 -3.473
N 3.721 -5.663 -4.132
C 5.071 -5.273 -3.738
C 5.303 -4.926 -2.260
O 4.651 -3.739 -1.832
C 3.285 -3.910 -1.476
H -0.250 -4.450 -3.184
H 1.176 -4.386 -4.230
H -0.168 -5.512 -4.597
H 1.471 -7.039 -4.753
H 1.424 -7.999 -3.273
H 3.754 -7.741 -3.876
H 3.401 -6.839 -2.392
H 3.097 -4.894 -3.925
H 5.326 -4.390 -4.330
H 5.772 -6.062 -4.033
H 6.374 -4.734 -2.141
H 5.072 -5.759 -1.587
H 3.088 -4.889 -1.034
H 2.643 -3.746 -2.343
H 3.030 -3.143 -0.740
*
```

Atomic partial charges in e from the Löwdin method, atoms 1 to 99: number 1, C, carries -0.115; number 2, C, carries -0.262; number 3, C, carries -0.214; number 4, C, carries -0.205; number 5, C, carries -0.204; number 6, C, carries -0.216; number 7, C, carries -0.206; number 8, C, carries -0.200; number 9, C, carries -0.202; number 10, C, carries -0.211; number 11, C, carries -0.194; number 12, C, carries -0.189; number 13, C, carries -0.203; number 14, C, carries -0.207; number 15, C, carries -0.190; number 16, C, carries -0.211; number 17, C, carries -0.217; number 18, C, carries -0.221; number 19, C, carries -0.225; number 20, C, carries -0.229; number 21, B, carries -0.533; number 22, C, carries -0.233; number 23, O, carries -0.257; number 24, O, carries -0.059; number 25, H, carries 0.069; number 26, H, carries 0.072; number 27, H, carries 0.060; number 28, H, carries 0.104; number 29, H, carries 0.090; number 30, H, carries 0.099; number 31, H, carries 0.110; number 32, H, carries 0.099; number 33, H, carries 0.105; number 34, H, carries 0.090; number 35, H, carries 0.109; number 36, H, carries 0.107; number 37, H, carries 0.091; number 38, H, carries 0.099; number 39, H, carries 0.105; number 40, H, carries 0.109; number 41, H, carries 0.089; number 42, H, carries 0.101; number 43, H, carries 0.108; number 44, H, carries 0.109; number 45, H, carries 0.104; number 46, H, carries 0.108; number 47, H, carries 0.101; number 48, H, carries 0.084; number 49, H, carries 0.102; number 50, H, carries 0.097; number 51, H, carries 0.105; number 52, H, carries 0.100; number 53, H, carries 0.095; number 54, H, carries 0.104; number 55, H, carries 0.085; number 56, H, carries 0.102; number 57, H, carries 0.102; number 58, H, carries 0.105; number 59, H, carries 0.084; number 60, H, carries 0.110; number 61, H, carries 0.097; number 62, H, carries 0.098; number 63, H, carries 0.088; number 64, H, carries 0.078; number 65, H, carries 0.073; number 66, H, carries 0.032; number 67, H, carries 0.033; number 68, H, carries 0.093; number 69, H, carries 0.089; number 70, H, carries 0.087; number 71, C, carries -0.123; number 72, O, carries -0.203; number 73, C, carries -0.209; number 74, C, carries -0.211; number 75, N, carries -0.054; number 76, C, carries -0.201; number 77, C, carries -0.227; number 78, O, carries -0.182; number 79, C, carries -0.096; number 80, H, carries 0.085; number 81, H, carries 0.074; number 82, H, carries 0.089; number 83, H, carries 0.123; number 84, H, carries 0.121; number 85, H, carries 0.121; number 86, H, carries 0.100; number 87, H, carries 0.064; number 88, H, carries 0.117; number 89, H, carries 0.114; number 90, H, carries 0.117; number 91, H, carries 0.108; number 92, H, carries 0.090; number 93, H, carries 0.070; number 94, H, carries 0.089; number 95, C, carries -0.097; number 96, O, carries -0.191; number 97, C, carries -0.220; number 98, C, carries -0.216; number 99, N, carries -0.052

***

2.
Entry from the OMol25 dataset: a molecular structure, C22H23FeN2O5 at a distorted geometry (ωB97M-V with the def2-TZVPD basis set).

<S²> = 6.1033
energy = -70782.0874 eV
strongest force on any atom = 4.64 eV Å⁻¹
molar mass = 451.28 Da
E_HOMO (spin up / spin down) = 0.3 / -4.5 eV

ORCA input file:
```
! wB97M-V def2-TZVPD RIJCOSX def2/J DEFGRID3
* xyz -1 5
O 5.660 0.707 1.001
C 4.886 1.567 1.035
Fe 3.608 2.746 1.486
C 4.597 3.985 2.140
O 5.520 4.423 2.706
C 3.307 1.967 3.035
O 3.429 1.509 4.101
C 0.650 0.959 0.009
C 0.234 1.408 1.339
C 0.391 2.907 1.763
C 1.742 3.574 1.586
C 2.317 3.750 0.283
C 2.567 2.592 -0.513
C 1.605 1.516 -0.776
H 0.033 -0.149 -0.532
H -0.842 1.181 1.411
H 0.714 0.788 2.115
H -0.384 3.502 1.246
H 0.147 2.978 2.837
H 1.869 4.399 2.307
H 2.612 4.744 -0.079
H 3.387 2.651 -1.256
H 1.717 1.090 -1.787
C -0.814 -0.211 -3.846
O -0.962 -0.527 -2.455
C -2.204 -0.733 -1.934
C -2.230 -1.548 -0.807
N -0.984 -2.005 -0.271
C 0.094 -1.195 -0.091
N 1.129 -1.974 0.197
C 2.524 -1.607 0.408
C 0.687 -3.303 0.354
C -0.614 -3.318 0.044
C -3.433 -2.102 -0.359
O -3.336 -2.949 0.693
C -4.519 -3.546 1.259
C -4.640 -1.759 -1.003
C -4.603 -0.883 -2.090
C -3.401 -0.354 -2.566
H 0.258 -0.276 -4.027
H -1.348 -0.936 -4.474
H -1.172 0.805 -4.056
H 2.672 -0.553 0.152
H 2.808 -1.771 1.458
H 3.166 -2.238 -0.225
H 1.355 -4.091 0.634
H -1.316 -4.122 -0.008
H -4.143 -4.163 2.077
H -5.201 -2.776 1.644
H -5.036 -4.171 0.518
H -5.590 -2.179 -0.654
H -5.536 -0.612 -2.589
H -3.379 0.302 -3.439
*
```

Partial charges, Löwdin, in e: number 1, O, carries 0.067; number 2, C, carries -0.165; number 3, Fe, carries 0.110; number 4, C, carries -0.214; number 5, O, carries 0.055; number 6, C, carries -0.170; number 7, O, carries 0.083; number 8, C, carries -0.163; number 9, C, carries -0.210; number 10, C, carries -0.182; number 11, C, carries -0.261; number 12, C, carries -0.239; number 13, C, carries -0.207; number 14, C, carries -0.147; number 15, H, carries 0.065; number 16, H, carries 0.106; number 17, H, carries 0.105; number 18, H, carries 0.111; number 19, H, carries 0.103; number 20, H, carries 0.097; number 21, H, carries 0.109; number 22, H, carries 0.090; number 23, H, carries 0.094; number 24, C, carries -0.072; number 25, O, carries -0.123; number 26, C, carries -0.217; number 27, C, carries -0.062; number 28, N, carries 0.064; number 29, C, carries -0.033; number 30, N, carries -0.051; number 31, C, carries 0.001; number 32, C, carries -0.072; number 33, C, carries -0.070; number 34, C, carries -0.250; number 35, O, carries -0.128; number 36, C, carries -0.232; number 37, C, carries -0.077; number 38, C, carries -0.111; number 39, C, carries -0.038; number 40, H, carries 0.087; number 41, H, carries 0.092; number 42, H, carries 0.090; number 43, H, carries 0.074; number 44, H, carries 0.102; number 45, H, carries 0.100; number 46, H, carries 0.109; number 47, H, carries 0.089; number 48, H, carries 0.064; number 49, H, carries 0.073; number 50, H, carries 0.056; number 51, H, carries 0.090; number 52, H, carries 0.102; number 53, H, carries 0.105

***

3.
Entry from the OMol25 dataset: a molecular structure, C10H15F12N2O16S4Zr at a distorted geometry (ωB97M-V with the def2-TZVPD basis set).

energy = -123578.1971 eV
strongest force on any atom = 4.09 eV Å⁻¹
molar mass = 866.70 Da
E_HOMO = -13.0 eV

ORCA input file:
```
! wB97M-V def2-TZVPD RIJCOSX def2/J DEFGRID3
* xyz 1 1
Zr 1.396 0.926 1.474
C -0.854 1.108 -1.964
F -1.572 0.980 -0.840
F -1.567 0.674 -2.976
F -0.539 2.383 -2.123
S 0.749 0.101 -1.847
O 0.574 -0.970 -2.756
O 1.788 1.007 -2.190
N 0.795 -0.290 -0.169
S 0.725 -1.960 -0.172
O 1.735 -2.607 -0.917
O 0.724 -2.297 1.240
C -0.967 -2.694 -0.683
F -1.627 -1.927 -1.553
F -0.690 -3.841 -1.247
F -1.687 -2.850 0.410
C 3.926 -2.301 3.533
F 3.105 -2.886 2.688
F 3.479 -2.383 4.785
F 5.143 -2.766 3.492
S 3.925 -0.418 3.208
O 2.966 0.135 4.155
O 5.246 0.074 3.342
N 3.303 -0.005 1.669
S 4.428 -0.613 0.584
O 5.034 -1.814 1.021
O 3.754 -0.620 -0.674
C 5.803 0.668 0.414
F 6.127 0.656 -0.876
F 5.316 1.858 0.749
F 6.854 0.352 1.122
C 1.978 4.131 -1.074
C 1.750 3.051 -0.100
O 2.695 2.344 0.402
O 0.600 2.748 0.397
H 2.696 3.770 -1.816
H 2.529 4.919 -0.556
H 1.055 4.410 -1.565
C -4.497 0.818 -1.403
C -4.978 -0.429 -2.122
C -6.523 -0.624 -2.081
O -6.863 -0.934 -3.426
C -5.847 -0.571 -4.255
O -5.933 -0.481 -5.422
O -4.749 -0.234 -3.526
H -3.986 0.565 -0.469
H -5.285 1.524 -1.133
H -3.777 1.411 -1.958
H -4.494 -1.332 -1.756
H -7.148 0.161 -1.663
H -6.672 -1.521 -1.470
O -0.762 1.116 1.841
H -1.315 1.908 1.796
H -1.381 0.336 1.877
O -2.600 -0.777 2.066
H -3.265 -1.330 1.639
H -3.096 -0.263 2.718
O 0.895 -0.563 3.095
H 0.192 -1.230 3.124
H 1.391 -0.599 3.942
*
```

Partial charges, Löwdin, in e: number 1, Zr, carries 2.032; number 2, C, carries -0.655; number 3, F, carries 0.099; number 4, F, carries 0.191; number 5, F, carries 0.161; number 6, S, carries 0.667; number 7, O, carries -0.203; number 8, O, carries -0.224; number 9, N, carries -0.409; number 10, S, carries 0.652; number 11, O, carries -0.202; number 12, O, carries -0.317; number 13, C, carries -0.646; number 14, F, carries 0.141; number 15, F, carries 0.208; number 16, F, carries 0.160; number 17, C, carries -0.670; number 18, F, carries 0.173; number 19, F, carries 0.161; number 20, F, carries 0.207; number 21, S, carries 0.709; number 22, O, carries -0.322; number 23, O, carries -0.209; number 24, N, carries -0.445; number 25, S, carries 0.653; number 26, O, carries -0.215; number 27, O, carries -0.259; number 28, C, carries -0.667; number 29, F, carries 0.167; number 30, F, carries 0.146; number 31, F, carries 0.191; number 32, C, carries 0.057; number 33, C, carries -0.599; number 34, O, carries -0.124; number 35, O, carries -0.120; number 36, H, carries 0.118; number 37, H, carries 0.120; number 38, H, carries 0.100; number 39, C, carries -0.024; number 40, C, carries -0.285; number 41, C, carries -0.089; number 42, O, carries 0.071; number 43, C, carries -0.553; number 44, O, carries 0.201; number 45, O, carries 0.072; number 46, H, carries 0.059; number 47, H, carries 0.089; number 48, H, carries 0.071; number 49, H, carries 0.138; number 50, H, carries 0.131; number 51, H, carries 0.130; number 52, O, carries -0.151; number 53, H, carries 0.115; number 54, H, carries 0.037; number 55, O, carries -0.024; number 56, H, carries 0.081; number 57, H, carries 0.089; number 58, O, carries -0.158; number 59, H, carries 0.102; number 60, H, carries 0.073

***

4.
Entry from the OMol25 dataset: 2 unconnected molecules or ions with the total composition C4H12NO2 at a distorted geometry (ωB97M-V with the def2-TZVPD basis set).

energy = -9927.5933 eV
strongest force on any atom = 1.43 eV Å⁻¹
energy above the lowest of the compared OMol25 structures with the same formula, charge and spin = 14.5 kcal/mol
molar mass = 106.14 Da
E_HOMO = -2.9 eV

ORCA input file:
```
! wB97M-V def2-TZVPD RIJCOSX def2/J DEFGRID3
* xyz -1 1
C 1.280 -0.940 -0.398
C 0.151 -0.434 0.482
C 0.696 0.103 1.831
N -0.779 0.459 -0.211
C -0.026 1.641 -1.007
O 1.083 2.040 -0.434
H 2.137 -0.281 -0.278
H 1.590 -1.954 -0.113
H 0.989 -0.994 -1.447
H -0.484 -1.271 0.839
H 1.204 1.050 1.630
H -0.140 0.239 2.516
H 1.491 -0.537 2.226
H -1.300 0.946 0.513
H 0.146 1.242 -2.032
H -0.848 2.402 -1.003
H -2.809 -1.676 -0.525
H -1.820 -0.703 -1.183
O -2.560 -1.333 -1.404
*
```

Partial charges, Löwdin, in e: number 1, C, carries -0.089; number 2, C, carries -0.493; number 3, C, carries -0.093; number 4, N, carries -0.071; number 5, C, carries -0.500; number 6, O, carries -0.311; number 7, H, carries 0.067; number 8, H, carries 0.064; number 9, H, carries 0.069; number 10, H, carries 0.108; number 11, H, carries 0.055; number 12, H, carries 0.058; number 13, H, carries 0.060; number 14, H, carries 0.079; number 15, H, carries 0.072; number 16, H, carries 0.072; number 17, H, carries 0.013; number 18, H, carries -0.013; number 19, O, carries -0.146